ORCA calculation (the ωB97M-V functional and the def2-TZVPD basis) on 2 unconnected molecules or ions with the total composition C3H11NS at a distorted geometry.

XYZ file:
```
16
C3H11NS (the ωB97M-V functional and the def2-TZVPD basis)
C 0.11050 1.67594 1.80336
S 1.60683 0.62930 1.39150
C 1.13179 -1.18457 1.02792
H 0.07507 1.56431 2.86820
H -0.82527 1.25551 1.35206
H 0.16878 2.73594 1.46111
H 1.68662 -1.50274 0.15739
H 1.41374 -1.68861 1.95669
H 0.02606 -1.26527 0.90159
C -0.17210 -0.00508 -1.92904
N -1.49088 -0.58699 -1.61541
H 0.60241 -0.77967 -2.03097
H 0.05953 0.80878 -1.26717
H -0.48767 0.12673 -2.97807
H -1.66475 -1.04575 -0.72220
H -2.24065 -0.73785 -2.37696
```

E_LUMO	0.99	eV
total energy	-573.7669	a.u.
M	93.195	g mol⁻¹
SMILES string	CSC.CN
net charge	0
energy above the lowest of the compared OMol25 structures with the same formula, charge and spin	40.5	kcal per mole

Löwdin atomic charge list, values in e, 6 entries: atom 1 (C): -0.410, atom 2 (S): 0.665, atom 3 (C): -0.365, atom 4 (H): -0.007, atom 5 (H): 0.037, atom 6 (H): 0.042

***

ORCA calculation (the ωB97M-V functional and the def2-TZVPD basis) on a molecular structure, C16H12F6NO6PPdS2.

XYZ file:
```
45
C16H12F6NO6PPdS2 (the ωB97M-V functional and the def2-TZVPD basis)
Pd -0.67434 0.11669 0.33903
O 3.66879 -0.53200 0.04972
C 2.54299 -0.01778 -0.01865
O 1.48735 -0.43092 0.54420
C 2.44161 1.27579 -0.86939
P 1.68793 1.21473 -2.57616
C 2.13497 -0.48972 -3.10833
C 3.02667 -0.65119 -4.16325
C 3.41722 -1.91777 -4.58421
C 2.91106 -3.03936 -3.94684
C 2.01838 -2.88945 -2.89093
C 1.62966 -1.62699 -2.47452
C -0.09572 1.01524 -2.24992
C -0.64433 1.61358 -1.05154
C -2.02094 1.34928 -0.74169
C -2.82218 0.63029 -1.67397
C -2.29385 0.16578 -2.84485
C -0.91386 0.35148 -3.12528
H 3.45530 1.64762 -1.02839
H 1.88611 2.04069 -0.32173
H 3.41872 0.22981 -4.66034
H 4.11599 -2.02242 -5.40691
H 3.21307 -4.03118 -4.26456
H 1.63099 -3.76097 -2.37750
H 0.94623 -1.51215 -1.63981
H -0.16147 2.49309 -0.63495
H -2.52836 1.97629 -0.01460
H -3.86115 0.44750 -1.42592
H -2.90667 -0.39363 -3.54260
H -0.49179 -0.09935 -4.01838
F -5.20234 -2.75204 2.75842
C -3.87714 -2.89019 2.59060
F -3.66502 -4.10379 2.05780
F -3.30666 -2.86687 3.79416
S -3.21299 -1.59195 1.44889
O -1.80253 -1.87233 1.45141
O -3.99347 -1.81393 0.26863
N -3.62986 -0.21352 2.07193
S -2.94694 0.50969 3.28739
O -2.67320 1.88517 2.99270
O -1.99964 -0.25275 4.04683
C -4.41154 0.64161 4.40981
F -4.88018 -0.55986 4.77280
F -5.41974 1.31856 3.84586
F -4.06341 1.29487 5.53137
```

E_LUMO	4.85	eV
total energy	-2987.9881	a.u.
M	629.789	g mol⁻¹
net charge	-2
energy above the lowest of the compared OMol25 structures with the same formula, charge and spin	0.0	kcal per mole

Löwdin atomic charge list, values in e, 6 entries: atom 1 (Pd): 0.607, atom 2 (O): -0.053, atom 3 (C): -0.764, atom 4 (O): -0.147, atom 5 (C): -0.288, atom 6 (P): 1.018